1.
The following is a DFT calculation (the ωB97M-V functional and the def2-TZVPD basis) of a cluster of 2 separate species, C4H11N2O3 in total.

Values from the calculation:
Calculated total energy = -494.1924 hartree
Energy above the lowest of the compared OMol25 structures with the same formula, charge and spin = 333.87 kJ/mol
LUMO energy = 3.8 eV
HOMO = -3.8211 eV
Charge = -1
Orbital gap = 0.281 Ha

```
20
Properties=species:S:1:pos:R:3:nbo_charge:R:1
N -0.340 0.811 -2.158 -0.833
C -0.950 1.375 -0.967 -0.306
C 0.110 1.775 0.011 0.655
N 0.583 1.132 1.137 -0.611
C 0.582 -0.273 1.314 -0.342
C 1.028 -1.367 0.115 -0.031
O 0.188 -1.739 -0.881 -0.893
O 0.484 2.974 0.012 -0.702
H 0.462 0.190 -2.023 0.408
H -0.165 1.602 -2.773 0.340
H -1.559 2.273 -1.153 0.214
H -1.490 0.545 -0.428 0.209
H 1.380 1.721 1.556 0.393
H -0.489 -0.577 1.335 0.216
H 0.657 -0.629 2.349 0.198
H 1.851 -0.802 -0.414 0.102
H 1.466 -2.269 0.585 0.129
H -0.996 -1.957 -0.092 0.517
H -1.409 -2.312 1.703 0.453
O -1.394 -2.472 0.772 -1.116
```

2.
The following is a DFT calculation (the ωB97M-V functional and the def2-TZVPD basis) of a structure of composition C35H36F6N5O5PS4SbW.

Values from the calculation:
Multiplicity = 2
<S²> = 0.76
Calculated total energy = -4845.5777 hartree
Energy above the lowest of the compared OMol25 structures with the same formula, charge and spin = 0.00 kJ/mol
LUMO energy (alpha / beta) = -7.4 / -7.1 eV
HOMO (alpha / beta) = -12.5859 / -12.5885 eV
Charge = +2
Orbital gap (alpha / beta) = 0.192 / 0.200 Ha

```
94
Properties=species:S:1:pos:R:3:mulliken_spin:R:1
W 0.318 0.552 0.421 0.812
O 2.383 -2.112 3.321 0.001
C 1.396 -2.175 4.244 0.001
C 1.657 -2.943 5.374 -0.001
C 0.692 -3.109 6.342 0.001
C -0.566 -2.518 6.209 0.000
C -0.830 -1.742 5.112 -0.001
C 0.143 -1.545 4.114 0.005
C -0.192 -0.717 2.972 0.036
O 0.666 -0.553 1.948 -0.016
N -1.343 -0.174 2.828 -0.026
N -1.461 0.463 1.594 0.058
C -2.710 0.802 1.370 0.000
S -3.934 0.385 2.496 0.004
C -5.202 1.407 1.688 0.000
C -4.957 1.367 0.200 0.000
S -3.178 1.659 -0.042 -0.006
H 2.205 -1.412 2.678 -0.004
H 2.635 -3.396 5.464 0.000
H 0.916 -3.701 7.220 0.000
H -1.324 -2.674 6.963 0.000
H -1.795 -1.269 4.987 0.000
H -5.119 2.418 2.084 0.000
H -6.176 0.997 1.952 0.000
H -5.496 2.149 -0.332 0.000
H -5.192 0.392 -0.227 0.000
O 2.765 -0.311 0.495 0.040
N 1.736 -0.743 -0.372 -0.014
C 1.889 -1.959 -0.728 0.021
C 1.007 -2.740 -1.547 0.009
C 1.506 -3.964 -2.008 -0.001
C 0.779 -4.738 -2.887 0.000
C -0.461 -4.294 -3.324 0.000
C -0.982 -3.100 -2.838 -0.003
C -0.268 -2.324 -1.940 -0.006
P -1.119 -0.848 -1.270 0.055
C -1.442 0.061 -2.806 0.002
C -0.338 0.169 -3.657 0.008
C -0.436 0.865 -4.848 -0.001
C -1.635 1.467 -5.198 -0.001
C -2.729 1.382 -4.350 0.000
C -2.633 0.696 -3.147 0.002
C -2.592 -1.652 -0.579 -0.024
C -2.359 -2.345 0.614 -0.002
C -3.370 -3.079 1.208 0.001
C -4.624 -3.130 0.612 -0.001
C -4.854 -2.466 -0.584 0.000
C -3.842 -1.729 -1.187 0.001
H 3.599 -0.757 0.266 -0.001
H 2.830 -2.422 -0.439 -0.002
H 2.488 -4.289 -1.684 0.000
H 1.178 -5.680 -3.241 0.000
H -1.026 -4.878 -4.039 0.000
H -1.958 -2.765 -3.169 0.000
H 0.609 -0.281 -3.379 0.000
H 0.425 0.946 -5.497 0.000
H -1.711 2.019 -6.126 0.000
H -3.666 1.847 -4.626 0.000
H -3.489 0.675 -2.491 0.000
H -1.371 -2.322 1.062 0.001
H -3.177 -3.630 2.120 0.000
H -5.418 -3.701 1.076 0.000
H -5.819 -2.545 -1.070 0.000
H -4.027 -1.247 -2.136 0.000
N -0.587 3.087 1.349 0.016
C -0.120 4.204 0.492 0.001
C -0.716 4.102 -0.915 0.000
C -0.113 2.959 -1.681 -0.002
O 0.306 2.986 -2.783 0.010
O -0.053 1.793 -0.916 -0.005
H -1.584 3.221 1.495 0.002
H -0.166 3.200 2.270 0.000
H 0.967 4.167 0.437 -0.001
H -0.393 5.166 0.928 0.001
H -0.531 5.008 -1.485 0.000
H -1.795 3.950 -0.843 0.001
F 1.609 1.860 1.332 0.034
Sb 3.068 2.428 2.798 -0.005
F 4.374 1.923 1.559 0.000
F 2.827 4.061 1.939 0.000
F 4.280 3.029 4.049 0.000
F 1.457 2.692 3.726 0.000
F 2.903 0.623 3.263 -0.001
S 2.894 2.140 -1.355 -0.002
C 4.452 1.872 -1.861 0.000
N 5.529 2.490 -1.401 0.000
C 6.836 2.097 -1.923 0.000
C 6.574 1.363 -3.237 0.000
S 4.862 0.735 -3.119 0.000
H 5.451 3.112 -0.609 0.000
H 7.345 1.456 -1.201 0.000
H 7.448 2.981 -2.088 0.000
H 7.250 0.528 -3.391 0.000
H 6.623 2.029 -4.095 0.000
```

3.
The following is a DFT calculation (the ωB97M-V functional and the def2-TZVPD basis) of the molecule C7H8.

Values from the calculation:
SMILES = Cc1ccccc1
Calculated total energy = -271.4863 hartree
Energy above the lowest of the compared OMol25 structures with the same formula, charge and spin = 118.49 kJ/mol
LUMO energy = 1.0 eV
HOMO = -8.6989 eV
Orbital gap = 0.358 Ha

```
15
Properties=species:S:1:pos:R:3:nbo_charge:R:1
C 0.004 2.150 -0.039 -0.640
C 0.131 0.661 0.165 -0.025
C 1.115 -0.072 -0.468 -0.211
C 1.027 -1.453 -0.642 -0.215
C -0.078 -2.044 0.003 -0.222
C -1.099 -1.317 0.601 -0.205
C -0.875 0.044 0.911 -0.200
H 0.833 2.489 -0.676 0.211
H 0.010 2.865 0.789 0.222
H -0.870 2.491 -0.616 0.222
H 1.901 0.477 -0.975 0.204
H 1.475 -1.880 -1.530 0.224
H -0.276 -3.088 -0.247 0.204
H -2.004 -1.821 0.925 0.212
H -1.296 0.498 1.800 0.220
```

4.
The following is a DFT calculation (the ωB97M-V functional and the def2-TZVPD basis) of a structure of composition C26H19F6GeN2O6S4W.

Values from the calculation:
Multiplicity = 3
<S²> = 2.06
Calculated total energy = -5898.6323 hartree
Energy above the lowest of the compared OMol25 structures with the same formula, charge and spin = 0.00 kJ/mol
LUMO energy (alpha / beta) = -5.9 / -5.9 eV
HOMO (alpha / beta) = -10.3833 / -10.5719 eV
Charge = +1
Orbital gap (alpha / beta) = 0.164 / 0.171 Ha

```
65
Properties=species:S:1:pos:R:3:nbo_charge:R:1
W 11.278 8.642 9.215 1.809
O 12.401 10.292 12.270 -0.603
C 11.554 10.512 11.413 0.830
O 11.842 10.402 10.109 -0.783
C 10.112 11.112 11.672 -0.202
C 9.966 11.791 12.894 -0.149
C 8.931 12.720 13.100 -0.227
C 7.914 12.868 12.164 -0.162
C 7.967 12.091 10.977 -0.245
C 8.964 11.123 10.781 -0.086
S 8.838 9.896 9.445 -0.112
H 10.743 11.613 13.676 0.237
H 9.015 13.345 13.993 0.230
H 7.186 13.662 12.304 0.233
H 7.455 12.310 10.066 0.234
S 13.255 7.943 5.484 0.269
C 12.092 9.152 5.979 0.055
C 11.520 9.821 4.847 -0.208
C 10.947 11.049 4.952 -0.131
C 10.767 11.621 6.287 -0.180
C 11.255 10.840 7.372 0.063
N 11.728 9.598 7.208 -0.538
H 11.535 9.177 3.936 0.257
H 10.727 11.675 4.095 0.247
H 10.321 12.543 6.443 0.238
H 11.161 11.245 8.339 0.254
F 10.543 6.697 13.401 -0.311
C 10.737 5.479 12.804 0.819
F 9.785 4.657 13.245 -0.277
F 11.996 5.031 13.141 -0.303
S 10.508 5.989 10.880 2.145
O 10.628 7.551 11.023 -0.939
O 9.190 5.593 10.408 -0.821
N 11.778 5.473 10.246 -1.182
S 12.280 6.105 8.830 1.685
O 13.016 7.491 9.207 -0.959
O 10.986 6.791 8.150 -0.944
C 14.733 8.990 5.332 0.845
F 14.763 9.774 4.155 -0.339
F 14.751 9.884 6.334 -0.318
F 15.852 8.286 5.316 -0.288
Ge 14.951 9.072 12.082 1.512
C 16.372 10.406 12.593 -0.443
C 17.071 10.238 13.801 -0.223
C 17.984 11.180 14.289 -0.190
C 18.353 12.288 13.481 -0.177
C 17.534 12.543 12.383 -0.193
C 16.740 11.504 11.831 -0.205
C 16.124 7.684 11.183 -0.449
C 17.543 7.789 10.984 -0.203
C 18.323 6.816 10.425 -0.212
C 17.738 5.524 10.175 -0.128
C 16.354 5.474 10.172 -0.232
C 15.574 6.412 10.790 -0.176
H 14.585 8.372 13.405 -0.108
H 16.959 9.292 14.338 0.223
H 18.532 10.932 15.140 0.226
H 19.053 13.064 13.743 0.234
H 17.576 13.468 11.766 0.229
H 16.414 11.582 10.823 0.212
H 18.011 8.770 11.241 0.235
H 19.363 6.963 10.189 0.237
H 18.294 4.710 9.703 0.233
H 15.855 4.567 9.765 0.226
H 14.541 6.094 11.003 0.226
```

5.
The following is a DFT calculation (the ωB97M-V functional and the def2-TZVPD basis) of a structure of composition C2H3O2P.

Values from the calculation:
Calculated total energy = -569.7297 hartree
Energy above the lowest of the compared OMol25 structures with the same formula, charge and spin = 270.88 kJ/mol
LUMO energy = -0.1 eV
HOMO = -8.9763 eV
Orbital gap = 0.325 Ha

```
8
Properties=species:S:1:pos:R:3:nbo_charge:R:1
C -0.705 -1.355 -0.131 -0.461
C 0.754 0.708 0.006 0.231
O 0.845 -0.590 0.373 -0.559
O -0.614 1.126 -0.057 -0.790
P -1.757 -0.035 -0.160 1.049
H -0.675 -2.355 0.292 0.233
H 1.091 1.477 0.633 0.168
H 1.062 1.024 -0.957 0.130
```

6.
The following is a DFT calculation (the ωB97M-V functional and the def2-TZVPD basis) of a cluster of 2 separate species, C3H12N2O in total.

Values from the calculation:
SMILES = CCNCN.O
Calculated total energy = -306.2234 hartree
Energy above the lowest of the compared OMol25 structures with the same formula, charge and spin = 53.87 kJ/mol
LUMO energy = 1.0 eV
HOMO = -8.8408 eV
Orbital gap = 0.361 Ha

```
18
Properties=species:S:1:pos:R:3:nbo_charge:R:1
C -1.240 0.349 -2.266 -0.624
C -0.753 0.733 -0.873 -0.222
N -0.166 -0.440 -0.158 -0.658
C 1.247 -0.361 0.153 -0.055
N 1.659 -1.365 1.104 -0.851
H -1.330 1.241 -2.886 0.217
H -2.158 -0.216 -2.258 0.209
H -0.451 -0.255 -2.719 0.201
H 0.049 1.465 -0.979 0.179
H -1.528 1.107 -0.210 0.198
H -0.422 -1.261 -0.688 0.352
H 1.430 0.633 0.530 0.168
H 1.940 -0.389 -0.699 0.155
H 1.144 -1.369 1.967 0.369
H 1.811 -2.217 0.609 0.365
H -0.184 0.828 3.884 0.467
H -0.292 0.564 2.368 0.473
O -0.756 0.950 3.121 -0.941
```